Record 1
83
Properties=species:S:1:pos:R:3:forces:R:3:mulliken_charge:R:1 method="wB97M-V/def2-TZVPD" orbital_gap_ev=6.81 e_lumo_ev=-7.21 charge=+2 homo_energy_ev=-14.025 fmax_ev_per_a=0.4
H -2.311955 -1.191410 3.885683 0.0 0.0 0.0 -0.12
H 0.656408 -0.125336 3.063040 0.0 0.0 0.0 0.23
H 0.930756 -3.070931 -0.033718 0.0 0.0 0.0 0.08
Re -0.228514 -0.034972 -0.224152 -0.1 -0.1 -0.3 2.72
H 0.254610 -4.540875 -4.131997 0.0 -0.1 0.1 0.28
H -6.604031 -3.093167 -3.374672 0.0 0.0 0.0 0.43
C -1.227495 -1.678640 -4.234104 -0.1 -0.1 0.0 0.56
C -0.727656 -1.347198 -1.269096 -0.1 -0.3 0.1 0.75
C -0.687038 -0.158331 -6.511652 0.0 0.0 0.0 -0.52
C 1.578690 -0.329455 2.528722 0.0 0.0 0.0 -1.21
C -5.847147 -2.801585 -2.659145 0.0 0.0 0.0 -0.70
O -1.793936 2.476416 -2.557784 0.0 0.1 0.0 -0.57
C 0.361886 -2.912648 0.862783 0.0 -0.1 0.0 -0.28
H -1.075645 -3.347243 3.741853 0.0 0.0 0.0 0.55
H 0.550826 0.072147 -3.415635 0.0 0.0 0.0 0.28
H 1.716835 -1.401470 2.419976 0.0 0.0 0.0 0.33
H 1.352842 1.551960 -2.831475 0.0 0.0 0.0 0.48
N -1.462250 0.910760 1.219988 -0.1 0.0 0.1 0.39
H 3.636538 0.551167 1.053580 0.0 0.0 0.0 0.55
H 0.649726 -4.725342 2.092927 0.0 0.0 0.0 0.59
C -0.086926 -1.928761 -5.001295 0.1 -0.1 0.0 -0.24
N -0.977921 -1.901795 2.239263 0.0 0.0 0.0 -0.53
H 2.556562 1.599496 -0.953473 0.0 0.0 0.0 0.36
B -2.186837 -1.038776 2.707544 0.1 0.0 0.0 0.36
C 1.437828 0.477201 -2.934282 0.0 0.0 -0.1 -1.27
O -1.938315 0.656811 -1.361092 0.1 0.1 0.0 -0.29
C -2.258168 2.632125 2.416712 0.0 0.0 0.0 -1.17
H -5.528933 -1.670115 0.519500 0.0 0.0 0.0 0.48
H 2.417259 0.085845 3.090231 0.0 0.0 0.0 0.53
N 1.623040 -0.168744 -1.599026 0.1 0.0 0.1 -0.03
H -3.156653 -1.327093 2.067366 -0.1 -0.1 -0.1 -0.21
C -3.904953 -2.061581 -0.821234 0.0 0.0 0.1 0.34
C -3.526538 -2.482502 -2.090025 0.0 0.0 -0.1 0.20
C 2.747946 0.527937 -0.912901 -0.1 -0.1 0.1 -0.94
O -0.174751 1.814629 -1.238494 0.0 0.1 0.1 -0.59
H 2.253069 -2.114146 -0.978643 0.0 0.0 0.0 0.29
H 2.417147 2.120956 1.912630 0.0 0.0 0.0 0.44
C 0.472825 -6.285335 -2.927376 0.0 0.0 0.0 -0.73
H -2.717481 1.271781 4.145901 0.0 0.0 0.0 0.52
H -7.262212 -2.332239 -1.119076 0.0 0.0 0.0 0.41
C 0.211301 -3.754159 1.946308 0.0 0.0 0.0 -1.23
C 2.831782 0.048475 0.514040 -0.1 0.0 -0.1 -0.80
Ge -1.682801 -2.655714 -2.621358 0.2 0.0 0.1 1.27
H 0.669186 1.997765 2.178535 0.0 0.0 0.0 0.44
C -0.766553 -6.329422 -0.865886 0.0 0.0 0.0 -0.69
C -1.718221 2.242721 1.211597 0.0 0.0 0.0 -0.33
H 0.486070 -7.930574 -1.553470 0.0 0.0 0.0 0.43
H -2.505184 0.887193 -6.056259 0.0 0.0 0.0 0.47
H 0.604058 -2.718229 -4.726076 0.0 0.1 0.0 0.13
H -4.236014 -3.189264 -4.006358 0.0 0.0 0.0 0.46
C -5.244995 -2.004008 -0.469966 0.0 0.0 0.0 -0.63
H -0.482051 0.423101 -7.400712 0.0 0.0 0.0 0.45
H -1.981159 -4.619291 -0.459830 0.0 0.0 0.0 0.46
C -0.875494 -4.385354 -2.296082 -0.1 0.1 0.0 0.71
C -2.326122 1.459377 3.159549 0.0 0.0 -0.1 -0.33
C -1.823632 0.101685 -5.758268 0.0 0.0 0.0 -0.85
H -2.989871 -0.451658 -4.051930 0.0 0.0 0.0 0.47
H -3.161148 -1.775058 -0.089441 0.0 0.0 0.1 -0.08
H 1.127266 -6.770756 -3.638859 0.0 0.0 0.0 0.45
N -1.848589 0.450368 2.436483 0.0 0.1 0.1 -0.04
H 3.020354 -1.022461 0.571551 0.0 0.0 0.0 0.38
C -6.215756 -2.374760 -1.389902 0.0 0.0 0.0 -0.61
C 2.064706 -1.563381 -1.891770 0.0 0.0 0.0 -1.07
H 1.294610 2.379934 0.567437 0.0 0.0 0.0 0.37
N 1.537069 0.328053 1.192668 0.2 0.2 0.0 -0.32
C 0.180807 -1.176132 -6.134025 0.0 0.0 0.0 -1.00
H 3.673948 0.337384 -1.458359 0.0 0.0 0.0 0.57
H -1.080430 -6.852887 0.027870 0.0 0.0 0.0 0.49
H -1.454558 2.866483 0.376193 0.0 0.0 0.0 0.47
H 2.989429 -1.529234 -2.470336 0.0 0.0 0.0 0.48
C -1.260421 -5.063894 -1.138268 -0.1 0.0 0.0 -0.60
H 2.309736 0.251535 -3.550191 0.0 0.0 0.0 0.50
H 1.059348 -1.387814 -6.729428 0.0 0.0 0.0 0.47
N -1.351218 1.712364 -1.788541 0.0 0.0 0.0 0.67
C -2.094267 -0.656826 -4.628395 0.0 0.1 0.1 -0.31
C -0.017862 -5.015812 -3.197252 0.1 0.1 -0.1 -0.21
C -0.651867 -3.071007 2.790372 0.0 0.0 0.0 -0.57
C 0.107743 -6.937945 -1.758363 0.0 0.0 0.0 -0.63
H -2.556624 3.621373 2.715049 0.0 0.0 0.0 0.48
H 1.302001 -2.078530 -2.471851 0.0 0.0 0.0 0.29
N -0.347392 -1.779249 1.051129 0.0 0.0 0.0 0.47
C 1.470711 1.803025 1.473417 0.0 0.0 -0.1 -1.26
C -4.507359 -2.855774 -3.010013 0.0 0.0 -0.1 -0.62

***

Record 2
27
Properties=species:S:1:pos:R:3:forces:R:3:mulliken_charge:R:1 method="wB97M-V/def2-TZVPD" orbital_gap_ev=8.65 e_lumo_ev=-3.59 charge=+1 homo_energy_ev=-12.245 fmax_ev_per_a=4.6
H 0.269140 1.975579 -1.449158 -1.6 2.0 -1.1 0.48
H -0.159320 0.742599 0.457894 -1.4 1.9 1.8 -0.48
C -0.286797 -1.573606 -2.089026 -0.1 0.7 2.0 -1.34
H 1.665479 -1.520417 -0.295714 -1.0 0.9 0.8 0.35
H 2.232608 -0.295175 0.704626 -1.3 0.1 0.7 0.37
H 1.328408 0.784204 -2.182198 -0.2 -0.8 -1.5 0.39
H -2.124640 0.484588 -0.133037 -0.8 -1.6 -1.6 -0.01
H -0.586113 2.827698 3.115849 0.0 2.2 -0.5 0.47
S -0.548219 -0.590245 4.237787 0.0 1.7 -0.7 -0.04
H 0.626897 -1.245121 1.149087 0.6 0.0 0.6 0.33
H -1.106856 -1.460470 -2.747974 -0.8 -1.1 -1.3 0.54
H 0.552402 1.379340 4.987238 0.7 0.9 0.5 0.47
H -2.129671 -1.161556 2.424053 0.1 0.5 0.6 0.43
C -0.774275 1.825305 3.242300 0.0 -1.9 1.5 -0.61
H -2.600760 -0.826735 -1.464812 -0.3 0.7 0.6 0.27
C -0.118071 1.131113 4.215938 -0.8 -2.2 -0.5 -0.38
C -1.725316 1.017788 2.577317 1.2 -1.7 0.5 0.34
H -0.349537 -2.515053 -1.378260 0.6 1.5 -2.1 0.34
C -0.695755 -0.479524 -1.112499 1.3 -0.8 0.3 0.65
N -1.945640 -0.273428 -0.904883 0.6 1.1 0.9 -0.08
H 0.629015 -1.290961 -2.675642 -0.6 -0.9 1.1 0.29
C 0.320890 0.270826 -0.308315 1.8 -1.7 -2.0 1.58
Cl -2.739718 1.690394 1.355148 -0.3 0.0 0.0 -0.23
C 1.238303 -0.723758 0.421050 1.8 -1.3 -2.4 -1.46
C 0.974182 1.246687 -1.308190 -2.0 -2.8 0.6 -1.86
H 1.806544 1.675565 -0.986603 3.6 1.9 2.2 0.56
C -1.628047 -0.329705 2.944253 -1.0 0.6 -1.2 -0.39

***

Record 3
116
Properties=species:S:1:pos:R:3:forces:R:3:mulliken_charge:R:1 method="wB97M-V/def2-TZVPD" orbital_gap_ev="8.77 / 8.42" multiplicity=5 e_lumo_ev="0.57 / 0.57" homo_energy_ev="-8.194 / -7.845" fmax_ev_per_a=2.6
O 9.318210 15.166840 7.836890 -1.3 -1.2 1.8 -0.18
C 8.128590 15.561810 8.509250 -1.0 -1.1 -0.1 -0.88
H 13.528070 10.846360 6.600240 -0.1 -0.6 0.1 0.41
C 15.700700 9.656290 10.062340 -0.4 0.8 0.5 -1.01
H 10.696310 16.536220 15.481940 0.1 0.1 -0.4 0.21
F 10.346910 12.711040 11.924740 1.0 -0.6 -1.7 1.36
C 7.094120 11.089430 15.587590 -0.1 -0.8 0.1 -1.23
H 7.059110 18.461150 13.265620 0.3 0.8 0.2 0.42
C 11.661880 15.353960 13.890270 -0.5 0.3 -0.6 0.05
H 8.709310 18.013500 10.748170 0.4 0.2 0.1 0.10
H 9.661030 19.516140 13.200830 -0.5 0.3 -0.2 0.41
H 12.389920 13.340360 14.065120 0.1 -0.3 0.3 0.33
F 9.276530 10.819410 12.493630 -0.3 0.7 0.2 -0.33
C 7.864750 14.483420 9.587050 -0.5 0.8 -0.8 0.89
H 8.897060 10.803980 17.684190 0.5 -0.3 0.1 0.44
C 11.182530 15.567050 15.370570 0.8 -0.4 -0.5 -1.07
H 16.582730 7.252190 10.674830 0.2 0.1 0.0 0.30
H 14.004080 15.723020 8.188250 -0.4 0.1 -0.1 0.32
C 16.335350 13.550460 8.768060 0.0 -0.8 1.2 -1.56
H 9.885080 11.464170 16.308130 -0.5 -0.5 -0.4 0.11
N 10.376330 15.195690 13.096190 1.9 0.1 0.6 1.22
C 7.940450 18.102980 12.733600 0.9 -0.1 1.0 0.46
C 6.426070 14.442410 10.120910 0.2 0.4 -0.3 -1.43
H 10.805130 8.924290 10.756790 0.1 0.2 -0.8 0.23
H 14.939180 8.288610 11.515510 -1.2 0.6 0.3 0.22
H 9.788250 14.580040 13.639540 -0.4 0.0 0.0 -0.38
N 8.714640 14.797310 10.701000 0.7 -0.5 0.1 1.05
N 15.827070 7.312200 10.007390 -1.4 -0.8 -0.7 -0.78
O 7.904790 16.710990 12.867420 -0.5 -1.9 -0.1 -0.44
H 12.169390 8.619530 11.809360 -0.2 -0.3 0.2 0.58
H 10.416750 14.832810 15.620740 0.2 -0.3 0.1 0.15
H 15.616500 16.821310 9.760420 -0.6 0.0 0.4 0.36
C 15.509380 14.752010 9.181500 0.0 0.0 -0.9 2.69
N 14.756210 15.092490 7.949890 0.5 0.8 1.0 -0.89
C 14.927600 8.394890 10.430770 1.2 1.1 -0.7 0.63
C 7.797250 12.126960 16.494370 -0.2 -1.4 -0.5 0.42
H 7.667860 19.407890 11.041590 0.2 0.1 0.1 0.48
H 8.090560 16.528120 9.012140 1.0 0.3 0.0 0.09
H 10.173590 16.835650 7.087710 0.0 0.3 -0.1 0.31
O 16.749540 15.698720 11.122460 -0.1 0.3 -0.9 -0.40
H 17.090040 16.321950 9.183900 0.4 -0.7 0.0 0.33
H 6.691270 10.194600 16.062030 -0.2 0.2 0.7 0.45
H 9.578810 12.432100 17.633430 -0.4 0.2 0.3 0.31
F 8.204790 12.923540 12.555140 -0.3 -0.8 0.3 -0.66
H 14.886980 11.809860 6.890610 0.1 0.4 0.5 0.42
H 15.247620 16.730640 12.243130 -0.2 0.1 -0.6 0.28
H 15.887360 9.741520 8.991830 -0.1 -0.2 -0.1 0.24
C 11.765040 9.324580 11.083070 1.0 -0.1 1.5 -0.70
Fe 10.842930 14.492900 11.125830 0.0 1.6 -0.9 -0.39
F 9.853310 12.454210 14.009180 0.7 -0.2 1.7 -0.29
H 12.876660 11.758850 12.418610 -0.8 0.2 0.0 0.55
C 9.097520 11.657430 17.036470 0.9 -0.8 1.3 -1.14
H 7.628350 16.443960 13.747120 0.0 0.0 0.1 0.21
H 8.476040 15.726160 11.017880 -0.1 0.0 0.4 -0.70
C 13.502200 8.412670 9.737790 2.1 -0.3 0.7 -1.12
H 9.979580 16.124480 13.089350 -0.5 -0.2 -0.1 -0.68
H 11.113100 13.051740 6.810100 -0.3 0.1 0.2 0.08
H 13.216090 12.355330 10.770090 -0.5 0.4 0.1 -0.38
H 7.767150 10.600890 14.882990 0.5 0.5 -0.2 0.24
C 15.818960 15.804520 12.180090 0.4 -0.5 0.3 -0.34
H 6.320910 13.744980 10.951960 0.1 -0.6 -0.4 0.38
H 7.259060 15.617180 7.854300 0.0 -0.3 -0.7 0.42
H 8.125530 13.504910 9.183780 0.0 0.1 -0.1 -0.40
Cl 11.879230 16.438430 10.203420 -0.2 0.0 0.1 -0.72
C 16.259580 15.941410 9.778560 -0.1 0.6 0.3 -0.97
O 8.120550 13.219640 15.712400 -0.9 1.8 -0.6 -0.51
H 10.145100 17.931580 12.857760 -0.3 -0.2 -0.4 0.19
C 11.690980 12.265860 7.296460 -0.1 -0.1 -0.2 -1.25
H 11.968850 15.553300 16.125300 0.1 -0.2 -0.1 0.39
C 13.901960 11.591070 7.302880 0.4 -0.8 -1.3 -0.87
H 9.411370 18.298950 14.391460 -0.4 -0.2 0.1 0.32
H 15.167340 14.931450 12.215260 -0.4 0.1 -0.2 -0.08
O 12.814770 9.570630 10.152070 -1.0 -0.3 -0.2 -0.01
H 10.751360 15.320100 6.479680 0.0 -0.1 0.0 0.24
H 16.667190 9.694900 10.564830 0.1 -0.2 0.0 0.53
H 7.022120 17.839180 10.755610 -0.4 -0.2 0.6 0.30
H 5.732390 14.249300 9.302610 -0.3 0.0 0.3 0.48
H 13.719930 14.449180 13.796340 0.1 0.3 -0.4 0.44
C 12.696750 14.219680 13.498770 -2.2 -0.3 1.4 -1.26
H 6.210630 15.367210 10.656100 -0.2 0.5 -0.5 0.19
H 13.965010 11.137050 8.291820 -0.1 0.3 0.2 0.17
H 14.263990 12.640440 12.123220 0.3 0.7 0.0 0.67
H 6.281720 11.499370 14.987550 0.0 0.4 0.2 0.33
H 7.167740 12.383250 17.346510 -0.3 0.4 -0.2 0.33
H 9.826740 10.475350 8.616900 -0.1 -0.1 0.1 0.61
H 15.248350 6.505380 10.192350 0.4 -0.9 -0.2 0.27
H 8.361930 14.126960 11.369070 0.3 0.4 0.9 0.22
C 9.844100 15.842060 6.783880 1.1 1.5 -1.0 -0.83
H 11.857200 11.511440 9.398750 0.3 -0.2 -0.6 -1.34
H 10.350740 13.847930 8.837860 -0.5 0.4 -0.1 -0.23
O 12.520860 13.855210 12.130580 2.2 -0.8 0.1 0.57
H 9.141910 12.014970 8.165030 -0.1 0.1 0.1 0.45
H 12.087290 16.278130 13.499080 0.1 0.1 0.1 0.43
H 11.614940 10.225850 11.677440 -0.3 0.1 -0.5 -0.24
B 9.408130 12.192940 12.758180 -1.6 -1.5 -0.3 0.43
H 16.387100 15.759080 13.109210 0.3 0.0 0.0 0.38
H 11.868750 13.948830 8.802040 0.8 0.5 0.4 0.10
C 9.328190 18.485150 13.320710 -0.1 1.1 0.1 -1.00
H 14.373630 14.246860 7.551600 -0.2 0.1 0.0 0.23
H 8.407030 12.801430 14.897150 0.2 0.6 -0.2 0.05
H 13.034920 7.455450 9.969020 -0.6 0.1 0.1 0.56
C 13.214690 12.611420 11.829580 0.6 0.1 0.5 -1.19
C 11.209870 12.091520 8.741060 -0.1 0.5 0.6 2.99
H 16.533050 13.488160 7.697950 0.4 0.4 0.2 0.42
O 13.047930 12.695690 7.161790 -0.7 -0.2 0.7 -0.34
H 9.219880 15.930710 5.894730 -0.5 -0.1 0.0 0.28
H 14.878010 14.416730 10.004340 -0.5 0.0 0.1 -1.12
C 7.823620 18.356430 11.283000 0.1 0.7 -1.8 -1.22
C 9.813400 11.533960 8.876240 0.1 -0.9 -0.7 -2.24
H 15.162390 10.546250 10.388360 -0.1 0.1 0.0 -0.18
H 15.730420 12.678590 9.017080 -0.1 -0.3 -0.2 0.01
H 9.450510 11.640990 9.898470 0.0 0.0 -0.1 0.24
H 13.645970 8.476790 8.659210 0.1 -0.1 -0.1 0.28
N 11.151380 13.443060 9.301710 0.3 0.4 -0.8 0.80
H 17.197170 13.419210 9.422390 0.4 0.2 -0.4 0.46
H 11.505560 11.373690 6.698330 0.2 -0.4 0.0 0.49